[1]
# C20H32ClN3O2S

The molecule C20H32ClN3O2S (the ωB97M-V functional and the def2-TZVPD basis, the Open Molecules 2025 dataset).

## Properties
Multiplicity   1
Energy above the lowest of the compared OMol25 structures with the same formula, charge and spin   3.70 kcal per mole
HOMO level   -8.9 eV
Orbital gap   0.3444 hartree

Each line ends with the Löwdin charge.
Element x y z (Å)
C1 -5.653 6.034 0.913  -0.120
C2 -4.147 5.824 0.995  -0.282
C3 -3.761 4.353 1.063  -0.245
C4 -2.255 4.129 1.126  -0.219
C5 -1.868 2.648 1.219  -0.199
C6 -0.650 2.321 0.372  -0.189
N1 -0.283 0.923 0.510  0.079
C7 0.541 0.313 -0.375  -0.460
O1 0.929 0.847 -1.395  0.083
C8 0.980 -1.099 0.046  -0.219
C9 2.341 -0.951 0.704  -0.182
C10 3.429 -0.549 -0.058  0.015
C11 4.682 -0.383 0.520  -0.249
C12 5.853 0.054 -0.318  -0.043
C13 4.833 -0.622 1.883  -0.069
C14 3.743 -1.019 2.635  -0.652
Cl1 3.944 -1.320 4.337  0.661
C15 2.494 -1.189 2.063  -0.064
N2 1.033 -2.006 -1.086  -0.104
C16 1.531 -3.312 -0.651  -0.175
C17 1.372 -4.445 -1.666  -0.182
C18 0.095 -5.264 -1.485  -0.258
S1 -1.402 -4.515 -2.081  0.652
N3 -1.211 -4.404 -3.584  -0.211
O2 -2.542 -5.198 -1.499  -0.359
C19 -1.337 -2.892 -1.323  -0.216
C20 -0.190 -2.033 -1.877  -0.186
H1 -5.909 7.093 0.865  0.067
H2 -6.067 5.550 0.026  0.071
H3 -6.155 5.609 1.785  0.071
H4 -3.662 6.282 0.127  0.109
H5 -3.749 6.340 1.874  0.108
H6 -4.238 3.893 1.936  0.119
H7 -4.162 3.830 0.187  0.117
H8 -1.807 4.561 0.224  0.114
H9 -1.832 4.685 1.966  0.116
H10 -1.684 2.369 2.261  0.114
H11 -2.701 2.028 0.875  0.114
H12 -0.858 2.509 -0.682  0.127
H13 0.193 2.964 0.646  0.134
H14 -0.482 0.460 1.381  0.135
H15 0.276 -1.464 0.819  0.140
H16 3.280 -0.363 -1.115  0.133
H17 6.754 0.162 0.283  0.074
H18 6.055 -0.671 -1.108  0.084
H19 5.646 1.011 -0.800  0.086
H20 5.797 -0.500 2.360  0.110
H21 1.659 -1.513 2.672  0.111
H22 2.588 -3.194 -0.411  0.120
H23 1.045 -3.624 0.293  0.126
H24 1.452 -4.079 -2.690  0.116
H25 2.205 -5.136 -1.523  0.116
H26 0.137 -6.206 -2.032  0.106
H27 -0.091 -5.479 -0.431  0.105
H28 -2.088 -4.476 -4.087  0.021
H29 -2.313 -2.469 -1.568  0.106
H30 -1.296 -3.033 -0.240  0.102
H31 -0.533 -1.008 -1.995  0.115
H32 0.036 -2.376 -2.887  0.106

[2]
# C20H32F2NO5

A 2-piece molecular cluster, C20H32F2NO5 overall in a non-equilibrium geometry (the ωB97M-V functional and the def2-TZVPD basis, the Open Molecules 2025 dataset).

## Properties
Multiplicity   1
HOMO level   -1.7 eV
Orbital gap   0.0716 hartree
Net charge   -1

Each line ends with the Löwdin charge.
Element x y z (Å)
C1 -1.922 0.793 3.955  -0.125
C2 -1.154 -0.202 2.947  -0.223
C3 -1.667 -0.127 1.414  -0.286
C4 -2.241 -1.557 0.871  -0.065
C5 -0.549 0.452 0.397  -0.005
C6 0.860 -0.233 0.216  -0.070
C7 1.289 -1.569 0.977  -0.196
F1 2.751 -1.688 1.141  -0.108
C8 0.849 -2.921 0.163  -0.175
C9 0.248 -2.634 -1.297  -0.127
N1 1.868 0.324 -0.723  0.080
C10 1.653 1.510 -1.542  -0.096
C11 2.864 1.929 -2.540  -0.210
F2 3.618 0.742 -2.955  -0.083
C12 3.797 3.071 -1.887  -0.183
C13 3.451 3.371 -0.338  -0.128
C14 0.301 2.311 -1.488  -0.069
C15 0.134 3.576 -2.448  -0.129
C16 -0.462 4.895 -1.731  -0.210
O1 -1.831 5.085 -2.250  -0.138
C17 -0.787 1.748 -0.497  -0.002
C18 -2.229 2.479 -0.397  -0.375
O2 -3.198 2.180 -1.164  0.044
O3 -2.399 3.469 0.622  0.000
H1 -2.789 0.290 4.529  0.078
H2 -1.144 1.105 4.759  0.076
H3 -2.276 1.724 3.392  0.059
H4 -1.376 -1.279 3.324  0.119
H5 -0.015 -0.074 3.057  0.101
H6 -2.598 0.568 1.433  0.120
H7 -2.414 -1.463 -0.273  0.090
H8 -3.310 -1.634 1.318  0.094
H9 -1.575 -2.439 1.155  0.054
H10 0.854 -1.683 2.026  0.125
H11 0.137 -3.561 0.821  0.081
H12 1.790 -3.587 0.018  0.117
H13 1.045 -2.313 -2.076  0.078
H14 -0.150 -3.654 -1.688  0.085
H15 -0.673 -1.938 -1.302  0.056
H16 2.782 -0.163 -0.807  0.140
H17 2.375 2.332 -3.491  0.129
H18 4.922 2.851 -1.950  0.113
H19 3.626 4.067 -2.455  0.107
H20 4.180 4.193 0.034  0.078
H21 2.395 3.793 -0.173  0.076
H22 3.671 2.419 0.256  0.082
H23 -0.540 3.229 -3.329  0.132
H24 1.123 3.909 -2.956  0.101
H25 -0.567 4.798 -0.592  0.121
H26 0.104 5.859 -1.982  0.114
H27 -1.827 4.954 -3.231  0.088
H28 -3.125 3.151 1.213  0.110
O4 -0.794 -8.267 1.031  -0.195
C19 -0.595 -6.973 1.220  -0.427
C20 -1.871 -6.144 0.660  -0.395
O5 -1.666 -4.846 0.838  -0.201
H29 0.287 -6.522 0.728  0.089
H30 -0.462 -6.633 2.264  0.091
H31 -2.751 -6.585 1.161  0.096
H32 -2.014 -6.490 -0.380  0.096

[3]
# C20H32Ge2IrS2

C20H32Ge2IrS2 as an isolated structure (the ωB97M-V functional and the def2-TZVPD basis, the Open Molecules 2025 dataset).

## Properties
Multiplicity   2
Energy above the lowest of the compared OMol25 structures with the same formula, charge and spin   28.51 kcal per mole
HOMO level (alpha / beta)   -13.9 / -13.9 eV
Orbital gap (alpha / beta)   0.1743 / 0.1727 hartree
Net charge   +2

Each line ends with the Löwdin charge.
Element x y z (Å)
Ir1 -1.137 -1.331 0.105  0.573
C1 -4.746 -4.317 0.557  -0.085
C2 -3.689 -3.274 0.639  -0.701
S1 -2.562 -3.171 -0.529  0.858
C3 -3.688 -2.319 1.781  -0.658
C4 -4.716 -2.414 2.862  -0.070
S2 -2.575 -1.125 1.875  0.814
H1 -4.638 -4.923 -0.338  0.089
H2 -5.734 -3.848 0.559  0.117
H3 -4.700 -4.968 1.435  0.118
H4 -5.412 -3.232 2.715  0.083
H5 -5.281 -1.482 2.923  0.112
H6 -4.223 -2.545 3.828  0.111
C5 2.363 -0.979 3.506  -0.144
C6 1.159 -1.404 2.658  -0.362
Ge1 0.405 0.132 1.689  0.794
C7 -0.606 1.425 2.765  -0.383
C8 0.326 2.386 3.509  -0.148
C9 1.746 1.085 0.655  -0.212
C10 1.677 1.171 -0.679  -0.327
Ge2 0.041 0.291 -1.203  0.873
C11 0.425 -1.781 -1.583  -0.364
C12 0.976 -1.333 -2.976  -0.136
C13 -1.509 1.167 -2.016  -0.334
C14 -1.406 1.758 -3.422  -0.135
C15 2.599 1.885 -1.582  -0.244
C16 2.302 2.040 -2.934  -0.065
C17 3.159 2.725 -3.782  -0.050
C18 4.334 3.264 -3.284  -0.047
C19 4.645 3.118 -1.937  -0.044
C20 3.786 2.438 -1.094  -0.020
H7 2.783 -1.842 4.022  0.084
H8 2.086 -0.247 4.264  0.066
H9 3.154 -0.549 2.891  0.072
H10 0.368 -1.823 3.285  0.060
H11 1.450 -2.176 1.941  0.058
H12 -1.246 0.896 3.471  0.042
H13 -1.262 1.979 2.087  0.065
H14 0.965 1.864 4.222  0.066
H15 -0.254 3.118 4.070  0.084
H16 0.968 2.939 2.822  0.069
H17 2.536 1.611 1.186  0.076
H18 -0.185 -2.659 -1.774  0.018
H19 1.258 -2.064 -0.937  0.072
H20 0.184 -0.989 -3.645  0.081
H21 1.428 -2.212 -3.435  0.107
H22 1.756 -0.576 -2.915  0.058
H23 -1.697 1.950 -1.273  0.079
H24 -2.341 0.456 -1.937  0.060
H25 -0.632 2.521 -3.479  0.070
H26 -2.352 2.229 -3.684  0.088
H27 -1.201 0.997 -4.175  0.073
H28 1.382 1.637 -3.344  0.076
H29 2.909 2.838 -4.828  0.117
H30 5.008 3.796 -3.941  0.119
H31 5.562 3.536 -1.544  0.119
H32 4.051 2.332 -0.051  0.111